A cluster of 13 separate species, C32H82F2N11O20S2 in total at a distorted geometry, computed with ωB97M-V/def2-TZVPD.

Each line ends with the Mulliken charge.
Atoms and positions in Å:
N1 -0.321 0.746 -0.190  0.009
S1 0.726 0.940 0.842  0.822
O1 2.080 1.119 0.322  -0.611
O2 0.633 0.254 2.136  -0.567
F1 0.376 2.451 1.388  -0.282
S2 -0.718 -0.904 0.138  0.908
O3 -2.003 -1.092 0.782  -0.561
O4 0.318 -1.890 0.393  -0.487
F2 -1.077 -1.157 -1.432  -0.244
C1 4.940 5.050 2.528  -1.000
C2 5.370 5.769 1.258  0.495
O5 5.796 5.141 0.308  -0.433
N2 5.278 7.299 1.251  -0.183
H1 5.062 7.597 0.310  0.395
H2 4.456 7.693 1.687  0.398
C3 6.586 8.040 1.640  -0.765
H3 3.865 5.206 2.626  0.325
H4 5.251 5.605 3.413  0.394
H5 5.364 4.048 2.597  0.314
H6 7.440 7.702 1.053  0.345
H7 6.736 7.898 2.710  0.338
H8 6.445 9.098 1.420  0.375
C4 5.720 4.523 -5.080  -0.947
C5 6.198 3.136 -5.475  0.418
O6 7.260 2.927 -6.051  -0.390
N3 5.139 2.046 -5.595  -0.112
H9 4.360 2.448 -6.097  0.371
H10 5.565 1.348 -6.188  0.348
C6 4.880 1.326 -4.230  -0.729
H11 6.604 5.057 -4.729  0.325
H12 4.951 4.508 -4.309  0.364
H13 5.253 5.074 -5.897  0.365
H14 5.365 1.930 -3.463  0.288
H15 5.253 0.313 -4.384  0.325
H16 3.807 1.277 -4.044  0.369
C7 4.975 -3.982 -1.958  -1.139
C8 6.173 -4.458 -2.843  0.713
O7 7.225 -4.941 -2.505  -0.402
N4 5.774 -4.662 -4.276  -0.134
H17 4.898 -4.187 -4.444  0.252
H18 6.328 -4.132 -4.933  0.385
C9 5.706 -6.121 -4.822  -0.691
H19 5.333 -3.907 -0.931  0.336
H20 4.058 -4.563 -2.061  0.325
H21 4.664 -2.973 -2.227  0.374
H22 6.054 -6.062 -5.853  0.362
H23 4.666 -6.428 -4.712  0.265
H24 6.427 -6.700 -4.244  0.352
C10 -0.004 0.091 7.346  -1.099
C11 1.423 0.609 7.584  0.575
O8 2.197 0.972 6.670  -0.439
N5 1.861 0.831 9.042  -0.207
H25 0.964 1.116 9.409  0.393
H26 1.932 -0.064 9.506  0.380
C12 2.996 1.953 9.099  -0.696
H27 -0.701 0.918 7.488  0.354
H28 -0.283 -0.657 8.088  0.437
H29 -0.108 -0.369 6.364  0.282
H30 2.812 2.891 8.575  0.302
H31 3.911 1.483 8.739  0.338
H32 3.166 2.089 10.167  0.382
C13 -8.016 -3.590 -7.711  -1.019
C14 -6.886 -2.551 -7.568  0.450
O9 -6.471 -1.998 -8.508  -0.313
N6 -6.203 -2.616 -6.219  -0.160
H33 -6.745 -1.995 -5.636  0.364
H34 -6.322 -3.512 -5.767  0.402
C15 -4.678 -2.312 -6.369  -0.833
H35 -8.558 -3.145 -8.545  0.331
H36 -8.600 -3.523 -6.793  0.389
H37 -7.709 -4.565 -8.089  0.339
H38 -4.222 -2.926 -7.145  0.356
H39 -4.164 -2.414 -5.413  0.357
H40 -4.482 -1.291 -6.698  0.336
C16 -7.362 0.204 2.906  -1.103
C17 -7.226 -0.637 1.688  0.580
O10 -7.421 -0.199 0.571  -0.403
N7 -7.136 -2.191 1.845  -0.188
H41 -6.217 -2.463 2.162  0.386
H42 -7.817 -2.391 2.564  0.410
C18 -7.519 -3.048 0.623  -0.789
H43 -8.242 -0.054 3.496  0.377
H44 -7.556 1.208 2.527  0.326
H45 -6.504 0.293 3.573  0.374
H46 -8.520 -2.744 0.318  0.343
H47 -7.499 -4.114 0.846  0.337
H48 -6.749 -2.659 -0.044  0.351
C19 -3.639 -7.159 -0.878  -0.992
C20 -2.666 -6.536 -1.945  0.554
O11 -2.999 -5.573 -2.654  -0.431
N8 -1.307 -7.177 -2.224  -0.219
H49 -0.812 -7.444 -1.385  0.409
H50 -1.470 -8.123 -2.538  0.400
C21 -0.371 -6.460 -3.287  -0.732
H51 -3.230 -6.827 0.076  0.316
H52 -3.657 -8.248 -0.932  0.413
H53 -4.647 -6.794 -1.075  0.290
H54 0.419 -7.131 -3.624  0.353
H55 -0.021 -5.646 -2.652  0.326
H56 -0.940 -6.063 -4.128  0.310
C22 -4.201 4.451 6.181  -1.172
C23 -3.202 4.245 5.124  0.584
O12 -3.108 3.316 4.329  -0.457
N9 -2.207 5.366 5.020  -0.056
H57 -2.151 5.798 4.109  0.326
H58 -2.597 6.198 5.439  0.405
C24 -0.851 5.146 5.667  -0.818
H59 -4.852 3.577 6.198  0.300
H60 -4.785 5.371 6.203  0.421
H61 -3.700 4.477 7.149  0.380
H62 -0.304 5.919 5.128  0.387
H63 -0.424 4.170 5.438  0.351
H64 -0.955 5.334 6.736  0.331
C25 -4.813 3.598 -1.511  -1.044
C26 -3.988 2.802 -2.536  0.624
O13 -4.517 1.852 -3.138  -0.455
N10 -2.537 3.119 -2.896  -0.117
H65 -2.192 3.935 -2.410  0.375
H66 -1.988 2.463 -2.358  0.258
C27 -2.094 2.998 -4.445  -0.730
H67 -5.896 3.558 -1.634  0.323
H68 -4.473 4.631 -1.432  0.427
H69 -4.539 3.215 -0.528  0.288
H70 -1.004 2.987 -4.470  0.322
H71 -2.494 3.782 -5.087  0.366
H72 -2.403 2.034 -4.849  0.360
C28 4.282 -3.704 5.999  -1.015
C29 3.873 -3.871 4.546  0.399
O14 4.088 -3.047 3.692  -0.395
N11 3.090 -5.117 4.176  -0.105
H73 3.301 -5.604 3.316  0.372
H74 3.180 -5.881 4.831  0.400
C30 1.589 -4.723 4.259  -0.712
H75 4.586 -2.661 6.080  0.327
H76 5.045 -4.400 6.347  0.392
H77 3.448 -3.854 6.685  0.355
H78 1.069 -4.945 3.327  0.348
H79 1.376 -3.717 4.620  0.249
H80 1.286 -5.433 5.029  0.383
O15 0.847 7.617 0.483  -0.441
C31 -0.321 7.094 0.214  0.620
O16 -1.177 7.097 1.061  -0.688
O17 -0.691 6.921 -0.976  -0.737
H81 0.735 7.857 1.406  0.280
O18 0.262 -1.567 -5.812  -0.405
C32 1.277 -2.273 -6.234  0.586
O19 2.013 -2.746 -5.393  -0.726
O20 1.275 -2.644 -7.433  -0.719
H82 0.602 -1.599 -4.915  0.277

Calculated values
* E_tot: -4368.5060 Ha
* charge: +7
* 2S+1: 1